Record 1
DFT (ωB97M-V/def2-TZVPD) results for a 2-piece molecular cluster, C4H8NO3 overall at a distorted geometry.

The total charge is -1. The value obtained for the largest force on an atom is 4.62 eV Å⁻¹. Its energy above the lowest of the compared OMol25 structures with the same formula, charge and spin is 205.87 kJ/mol. The frontier orbital gap is 0.2435 Ha. The LUMO energy comes out at 3.060 eV.

```
16
Properties=species:S:1:pos:R:3:forces:R:3:mulliken_charge:R:1
C -0.05056 0.56382 1.29637 -1.9364 4.1168 0.6101 -0.582
C 1.20921 0.64309 1.98725 3.4001 -0.6101 3.0688 0.682
O 1.60667 1.60069 2.68926 -0.8030 -1.8034 -1.9556 -0.640
N 1.89271 -0.60198 2.07417 -1.4763 0.5037 -1.2808 -0.391
H -0.22154 -0.00124 0.45091 0.0942 -1.8349 -1.2082 -0.055
H -0.36037 1.61669 0.96469 0.4966 -1.3083 0.5897 0.289
H 2.62152 -0.78445 2.70273 1.0085 0.5761 1.0019 0.191
H 1.51793 -1.47400 1.71179 -0.2762 0.7512 -0.2568 0.201
H -0.70882 0.35703 2.14025 -0.5478 -0.3653 -0.2962 0.300
C -0.42467 -0.31252 -2.04745 -0.9704 -1.9922 0.2492 -0.604
C -1.86232 -0.07662 -2.57705 1.2896 -2.8167 -2.2140 0.557
O -1.92384 -0.69286 -3.66201 -0.2997 -0.4632 -1.7790 -0.735
O -2.81087 0.44400 -2.04254 -1.2003 2.0365 2.5961 -0.702
H -0.21622 0.42012 -1.34694 1.3463 1.9755 0.8096 0.168
H 0.19204 -0.45295 -2.97793 -0.2267 0.2805 1.5480 0.291
H -0.46087 -1.24880 -1.36349 0.1014 0.9538 -1.4829 0.031
```
Positions in Å, forces in eV/Å.


Record 2
DFT (ωB97M-V/def2-TZVPD) results for a 3-piece molecular cluster, C7H19NO2 overall at a distorted geometry.

The value obtained for the largest force on an atom is 3.31 eV Å⁻¹. Its energy above the lowest of the compared OMol25 structures with the same formula, charge and spin is 182.04 kJ/mol. The frontier orbital gap is 0.3270 Ha. The SMILES is C/C=C(\C)CCCN.O.O. The LUMO energy comes out at 0.536 eV.

```
29
Properties=species:S:1:pos:R:3:forces:R:3:mulliken_charge:R:1
C 1.86048 1.77369 0.01250 -0.1579 -2.1992 1.8419 -0.633
C 1.03488 0.45865 0.01680 -1.1494 0.6314 -3.0432 0.372
C 0.58747 0.08600 -1.53343 0.5085 -1.1374 1.5978 -1.177
C -0.29124 -2.05888 -0.82621 0.9673 0.0942 0.6321 -0.175
C -0.58571 -0.84346 -1.30950 0.5028 -1.3763 0.1971 0.511
C -1.97164 -0.26989 -1.42985 0.0342 -0.0002 0.1003 -1.260
C -1.13056 -2.99377 -0.00335 -0.2794 0.5677 -2.0832 -1.363
N 1.02012 2.89664 -0.26469 1.3378 0.6482 0.8904 -0.484
H 2.75661 1.67585 -0.60880 -0.3823 0.3447 -0.3097 0.359
H 2.27553 1.70739 1.05525 -0.2033 1.2241 -0.5733 0.259
H 0.06806 0.70724 0.54597 0.9980 -0.4987 -0.5115 -0.327
H 1.44260 -0.44871 0.48385 0.1121 0.5811 -0.3265 0.244
H 0.36300 0.90239 -2.18147 -0.5658 1.1561 0.1076 0.468
H 1.37610 -0.40442 -2.13350 0.0413 -0.1757 0.8470 0.331
H 0.74642 -2.39670 -0.68852 0.0520 0.8262 -0.7085 0.333
H -2.33553 -0.45695 -2.47969 0.1670 0.8629 1.0186 0.276
H -1.86526 0.77108 -1.08697 -0.3227 0.1588 -0.9912 0.346
H -2.72726 -0.64314 -0.72847 0.2706 -0.6210 -0.1973 0.357
H -0.57053 -3.88853 0.16748 0.4175 -0.3553 0.8027 0.400
H -1.37772 -2.39139 0.86402 -0.7540 -0.7417 0.3839 0.341
H -1.89875 -3.34355 -0.69192 -1.0366 0.1882 0.7749 0.310
H 0.30035 3.12301 0.39390 -0.2105 -0.1489 0.0496 0.248
H 0.79317 3.07315 -1.20584 -0.3041 0.0259 -0.8804 0.212
H 1.82919 -1.56222 2.45135 -0.4893 0.9879 0.5162 0.314
H 1.72520 -0.09295 3.00939 0.5181 0.1815 0.0339 0.315
O 1.22265 -0.87965 2.81863 -0.0188 -1.2423 -0.2795 -0.633
H -0.75956 1.62973 1.92307 -0.2648 -0.5347 -0.2553 0.386
H -2.31803 1.73393 1.43575 2.2051 0.5780 1.2357 0.318
O -1.57004 2.13549 1.99427 -1.9935 -0.0255 -0.8700 -0.647
```
Positions in Å, forces in eV/Å.


Record 3
DFT (ωB97M-V/def2-TZVPD) results for C45H33N11ORb as an isolated structure at a distorted geometry.

The total charge is -1. The value obtained for the largest force on an atom is 1.26 eV Å⁻¹. Its energy above the lowest of the compared OMol25 structures with the same formula, charge and spin is 62.23 kJ/mol. The frontier orbital gap is 0.2434 Ha. The LUMO energy comes out at 2.096 eV.

```
91
Properties=species:S:1:pos:R:3:forces:R:3:mulliken_charge:R:1
Rb -0.13294 -0.54416 0.12117 -0.0199 0.5225 -0.1626 0.920
C -1.15247 -3.53597 -3.06736 -0.0581 -0.0192 -0.0349 -0.898
C -0.04992 -4.08816 -3.71433 -0.1389 0.0738 0.1513 -0.412
C 1.05962 -3.30244 -3.90665 -0.0229 0.1463 0.2106 -0.678
C 1.04845 -1.96159 -3.45042 -0.6736 -0.5629 0.0344 0.143
N -0.02174 -1.43677 -2.83777 0.5354 0.2828 0.0417 -0.061
C -1.07102 -2.21890 -2.64909 -0.4660 -0.4168 -0.0819 -0.016
N 2.11722 -1.21853 -3.80366 0.9318 0.6661 -0.5302 -0.421
C 2.65704 -0.18522 -3.24786 -0.0144 -0.6503 -0.2787 -0.412
N 2.46554 0.42427 -2.05437 -0.7439 -0.2219 0.7246 0.141
C 3.42892 1.35367 -1.89705 0.0960 0.6094 0.2383 -0.090
N 3.64539 2.27762 -1.01049 0.7297 -0.1912 -0.9683 -0.401
C 3.01469 2.56881 0.14533 -0.2894 0.2464 0.7183 0.084
C 3.31645 3.85004 0.67297 -0.1508 -0.1625 -0.0085 -0.745
C 2.81638 4.21524 1.89664 -0.0957 -0.0667 0.0094 -0.470
C 2.00060 3.31284 2.57342 -0.0439 0.0287 0.0874 -0.803
C 1.72920 2.09561 1.97061 -0.0966 0.2848 0.5949 -0.097
N 2.22348 1.71299 0.80758 0.1264 -0.2587 -0.6841 0.220
C 4.34278 1.35274 -3.07121 -0.1017 -0.3809 -0.7199 -0.088
C 5.46363 2.08502 -3.40132 -0.0845 0.0120 0.2005 -0.121
C 6.04121 1.86439 -4.64383 0.1365 0.0778 0.0018 -0.588
C 5.50705 0.93656 -5.52573 0.0161 -0.0399 -0.1549 -0.611
C 4.38347 0.19581 -5.18895 -0.1749 -0.0724 0.0677 -0.010
C 3.81336 0.41842 -3.95423 0.5582 0.5350 0.2776 0.213
H -2.04951 -4.11138 -2.89613 -0.0564 -0.0028 0.0894 0.403
H -0.07260 -5.11525 -4.06246 0.0268 0.0310 0.0221 0.384
H 1.94720 -3.67584 -4.39979 -0.0201 0.0897 -0.0226 0.438
H -1.90706 -1.75599 -2.13976 -0.1292 -0.0708 0.0590 0.602
H 3.94499 4.50698 0.09029 0.0694 -0.0385 -0.0259 0.459
H 3.05261 5.18218 2.32730 -0.0123 -0.0128 -0.0172 0.380
H 1.59284 3.55367 3.54330 -0.1122 -0.0387 0.0784 0.449
H 1.07125 1.38762 2.45754 -0.0451 0.0116 0.0561 0.356
H 5.87140 2.80106 -2.70684 0.0362 0.1485 0.1154 0.517
H 6.91937 2.42332 -4.93600 0.0798 0.0539 -0.0028 0.381
H 5.97447 0.79249 -6.48919 0.0517 -0.0209 -0.1038 0.393
H 3.95295 -0.52584 -5.86325 -0.0523 -0.1574 -0.1116 0.521
C -1.13609 2.67104 -3.07779 -0.1281 0.0487 -0.0046 -0.859
C -2.34091 3.33351 -2.92190 0.1112 -0.0737 -0.0416 -0.731
C -2.90746 3.42716 -1.66149 0.1162 -0.1385 0.1863 -0.662
C -2.23195 2.83970 -0.58924 -0.0716 0.1948 -0.6086 0.259
N -1.06727 2.21945 -0.74930 -0.0410 -0.0461 0.4349 0.175
C -0.53144 2.13336 -1.94786 0.0934 0.1564 -0.4927 -0.037
C -2.73522 2.86882 0.79853 -0.4041 0.3688 0.5079 0.535
C -3.67950 3.80161 1.23771 0.1735 -0.1847 -0.0524 -1.057
C -4.00721 3.81379 2.58232 -0.0052 -0.0304 -0.0397 -0.766
C -3.41571 2.90206 3.44024 0.1196 -0.1369 -0.0915 -1.159
C -2.52562 1.96444 2.90204 -0.5085 0.6155 -0.1443 0.829
N -2.20285 1.98003 1.61933 0.1232 -0.2389 -0.1119 0.632
C -1.88068 0.90784 3.70443 0.0538 -0.3361 0.5423 0.343
C -2.29633 0.57945 4.99551 0.0951 0.0596 -0.2266 -0.966
C -1.61848 -0.41326 5.68229 0.0801 -0.0107 -0.1004 -0.625
C -0.56476 -1.05848 5.05808 -0.0629 0.0257 0.0217 -0.840
C -0.24130 -0.67673 3.76349 0.0789 -0.2909 0.4057 -0.041
N -0.86896 0.27912 3.11550 -0.0590 0.1114 -0.3126 0.458
H -0.68105 2.56074 -4.04884 0.1032 -0.0099 -0.0829 0.492
H -2.84121 3.76967 -3.77437 -0.0570 0.0219 -0.0802 0.409
H -3.86006 3.92321 -1.54021 -0.0234 -0.0051 0.1110 0.376
H 0.42091 1.62469 -2.00263 0.1834 -0.1706 -0.1409 0.451
H -4.11559 4.51006 0.54937 -0.0227 0.0683 0.0207 0.336
H -4.71730 4.53714 2.96019 -0.0008 0.0402 0.0381 0.417
H -3.63357 2.93304 4.49792 -0.0197 -0.0489 0.0152 0.369
H -3.13895 1.07709 5.44915 -0.0652 0.0368 0.0342 0.394
H -1.91599 -0.67814 6.68727 -0.0171 -0.0526 0.0326 0.405
H -0.00964 -1.84120 5.54913 0.0367 -0.1097 0.0420 0.472
H 0.56779 -1.15401 3.22707 0.1579 -0.1644 0.0069 0.354
O -2.87531 -3.35787 2.57335 -0.3320 -0.0070 0.3291 -0.821
C -2.42172 -2.97213 1.47009 0.0575 -0.3352 -0.0153 0.106
N -1.25747 -3.20225 0.92807 0.3720 0.3269 -0.4066 -0.166
C -0.40540 -4.05473 1.71082 -0.4884 -0.1883 0.2669 -1.293
C 1.02604 -3.61289 1.77834 0.1253 -0.3276 0.1753 0.711
C 1.88757 -4.20062 2.71162 -0.0077 0.1123 -0.0594 -0.948
C 3.18942 -3.75595 2.80195 0.0330 0.0386 -0.0382 -0.298
C 3.61727 -2.74825 1.94657 0.0105 -0.0587 -0.0364 -0.868
C 2.71003 -2.26366 1.01869 0.6421 0.0497 0.1325 0.025
N 1.45616 -2.67841 0.94388 -0.2281 -0.0858 -0.1142 0.112
C -3.39894 -2.22165 0.59432 -0.5032 -0.1162 0.2533 0.273
C -4.67167 -2.78445 0.44517 -0.0196 -0.0446 -0.0421 -0.813
C -5.64719 -2.10914 -0.25753 0.1291 0.0224 -0.0199 -0.444
C -5.32967 -0.86053 -0.77903 0.0395 0.0786 0.0207 -0.962
C -4.04440 -0.38395 -0.57955 -0.3959 0.3696 -0.3147 -0.040
N -3.09562 -1.04066 0.07034 0.4066 -0.0746 0.1725 0.656
H -0.42051 -5.07157 1.27548 0.1027 0.0686 0.1380 0.313
H -0.78877 -4.15576 2.74515 0.1713 -0.0556 -0.2574 0.396
H 1.52455 -4.98476 3.35915 -0.0975 -0.0615 0.0797 0.456
H 3.86637 -4.18693 3.52804 0.0372 -0.0044 0.0458 0.415
H 4.62608 -2.36560 1.99289 0.0419 0.0502 -0.0535 0.446
H 3.00044 -1.50952 0.29675 0.0470 0.1757 -0.0271 0.177
H -4.85534 -3.74611 0.89679 -0.0481 -0.0589 0.1078 0.498
H -6.63813 -2.52917 -0.39090 0.0462 -0.0195 0.0152 0.391
H -6.05949 -0.26846 -1.31615 0.0387 0.0145 -0.0162 0.446
H -3.76221 0.59447 -0.95867 -0.0113 -0.0038 -0.0751 0.194
```
Positions in Å, forces in eV/Å.


Record 4
DFT (ωB97M-V/def2-TZVPD) results for a 2-piece molecular cluster, CN3O2S overall at a distorted geometry.

The spin multiplicity is 3. The total charge is -1. The value obtained for the largest force on an atom is 4.24 eV Å⁻¹. Its energy above the lowest of the compared OMol25 structures with the same formula, charge and spin is 0.41 kJ/mol. The frontier orbital gap (spin up / spin down) is 0.3039 / 0.1769 Ha. The LUMO energy (spin up / spin down) comes out at 3.609 / 0.682 eV.

```
7
Properties=species:S:1:pos:R:3:forces:R:3:mulliken_charge:R:1
C 2.22038 0.27784 0.16957 0.6306 0.5651 -0.7245 0.332
N 2.58505 1.35649 -0.04995 0.0348 0.5052 0.3845 -0.479
N -0.64992 -0.09943 0.46307 3.1103 -2.8535 0.3725 -0.385
N -1.76564 -0.34010 -0.07256 -0.6044 1.7510 2.1038 0.984
O -2.27736 0.81788 0.15412 -3.0327 0.5710 -1.8711 -0.530
O -2.34510 -1.35037 -0.45241 0.4378 0.2945 -0.3821 -0.631
S 1.83963 -1.30613 0.21209 -0.5763 -0.8333 0.1168 -0.290
```
Positions in Å, forces in eV/Å.


Look up the energy above the lowest of the compared OMol25 structures with the same formula, charge and spin of the fourth one. 0.41 kJ/mol